60
Properties=species:S:1:pos:R:3 method="wB97M-V/def2-TZVPD" energy_ha=-2774.44886 lumo_energy_ev=-3.7 fmax_ev_per_a=7.51 spin_multiplicity=1 e_homo_ev=-11.210 total_charge=+1
C -7.0847 5.5854 0.0677
C -6.0692 4.9841 -0.5427
C -4.6385 4.5994 -1.2276
C -3.4023 5.1907 -0.3793
N -3.0412 4.4490 0.8567
C -3.3322 2.9843 0.8085
P -1.8806 2.1516 1.7817
C -2.3399 0.4086 2.3628
O -1.7719 3.0754 3.2680
C -3.5685 2.3625 -0.6617
P -4.2444 0.5477 -0.6011
P -2.5417 -0.7753 -0.9962
O -2.6690 -1.2124 -2.4745
O -2.5342 -2.1794 0.0250
O -1.0646 0.1312 -0.7965
N -4.6036 3.1177 -1.4876
H -7.6736 6.2816 0.7897
H -4.6221 5.1251 -2.2605
H -3.7264 6.2617 -0.0417
H -2.5248 5.3639 -1.1185
H -3.3764 4.9026 1.7211
H -4.3080 2.7681 1.4239
H -3.4693 0.1947 2.4297
H -1.7495 -0.3972 1.7657
H -1.9369 0.3181 3.4575
H -2.6695 2.9225 3.6874
H -2.5518 2.3169 -1.2344
H -4.7970 0.3448 0.7113
H -1.5935 -2.3433 0.2974
H -0.9792 0.6258 -1.6614
H -4.4394 2.8533 -2.4820
H -5.5661 2.7568 -1.2627
C 2.8812 -0.1644 -0.3112
C 4.0257 0.5212 -0.3079
C 4.9113 0.5462 0.8905
O 5.9603 1.1677 0.8537
C 4.4734 -0.1867 2.0846
C 3.3269 -0.8694 2.0814
C 2.4557 -0.9160 0.8736
O 1.4203 -1.5661 0.8981
O 2.9071 -1.5540 3.1887
O 4.4314 1.2274 -1.4057
H 2.2303 -0.1926 -1.1753
H 5.1164 -0.1463 2.9538
H 2.0561 -1.9637 2.9340
H 5.2863 1.6323 -1.1534
C 5.3168 -6.0803 -1.7558
C 4.0792 -6.5807 -1.7696
C 2.9059 -5.7595 -1.3567
O 1.7856 -6.2411 -1.3988
C 3.1533 -4.3846 -0.9049
C 4.3908 -3.8863 -0.8882
C 5.5603 -4.6982 -1.3269
O 6.6763 -4.2043 -1.3159
O 4.6337 -2.6072 -0.4666
O 3.8399 -7.8672 -2.1645
H 6.1770 -6.6647 -2.0550
H 2.2951 -3.8047 -0.5909
H 5.6020 -2.4854 -0.5496
H 2.8717 -7.9873 -2.0874

=====

65
Properties=species:S:1:pos:R:3 method="wB97M-V/def2-TZVPD" energy_ha=-2690.10365 lumo_energy_ev="-9.0 / -7.6" de_lowest_kcal_mol=0.0 fmax_ev_per_a=0.66 spin_multiplicity=3 e_homo_ev="-16.413 / -16.420" total_charge=+3
Pr 0.9312 -0.1298 0.0279
C 2.5678 -1.1050 4.6456
O 2.5653 0.2774 4.1643
C 2.1605 0.5256 2.9685
O 1.7149 -0.3381 2.1683
N 2.2294 1.8143 2.6028
N 1.8093 2.1470 1.3038
H 3.0423 -1.0460 5.6176
H 3.1463 -1.7189 3.9618
H 1.5416 -1.4515 4.7287
H 2.6131 2.5139 3.2255
H 2.5917 2.5484 0.7859
H 1.0765 2.8541 1.3607
O -1.0737 0.6701 -0.3100
S -2.3928 1.5163 -0.1878
C -2.4538 1.9183 1.5396
C -1.5400 1.4265 2.4596
C -1.6579 1.7953 3.7932
C -2.6818 2.6431 4.1918
C -3.5864 3.1359 3.2601
C -3.4757 2.7799 1.9249
C -3.7231 0.4135 -0.4033
C -4.4314 0.5803 -1.5925
C -5.5104 -0.2542 -1.8491
C -5.8603 -1.2253 -0.9244
C -5.1478 -1.3783 0.2655
C -4.0747 -0.5551 0.5396
H -0.7339 0.7627 2.1575
H -0.9615 1.4095 4.5261
H -2.7767 2.9237 5.2317
H -4.3798 3.8013 3.5709
H -4.1810 3.1635 1.1978
H -4.1527 1.3557 -2.2946
H -6.0808 -0.1340 -2.7591
H -6.7101 -1.8659 -1.1188
H -5.4541 -2.1288 0.9810
H -3.5395 -0.6366 1.4781
C 1.7310 -0.7346 -4.1379
N 2.3312 0.5658 -4.3751
C 2.7527 1.0106 -5.6190
C 3.2875 2.2361 -5.4485
N 3.1789 2.5240 -4.1072
C 2.6077 1.5003 -3.4556
S 2.3570 1.5172 -1.7480
H 2.5036 -1.4991 -4.0669
H 1.0553 -0.9683 -4.9567
H 1.1614 -0.6925 -3.2109
H 2.6282 0.4101 -6.5023
H 3.7234 2.9237 -6.1509
H 3.4849 3.3710 -3.6523
C -0.6312 -2.8690 0.1262
C 0.6237 -3.4772 -0.4514
O 1.6041 -2.4130 -0.5715
C 2.9690 -2.9097 -0.7188
C 3.9225 -1.7482 -0.5933
H -1.4038 -3.6216 0.2796
H -1.0809 -2.1164 -0.5377
H -0.4289 -2.4432 1.1214
H 0.4572 -3.9151 -1.4367
H 1.0354 -4.2390 0.2119
H 3.0431 -3.4086 -1.6862
H 3.1286 -3.6466 0.0696
H 3.8737 -1.0674 -1.4433
H 4.9462 -2.1108 -0.5098
H 3.7286 -1.1874 0.3324

=====

31
Properties=species:S:1:pos:R:3 method="wB97M-V/def2-TZVPD" energy_ha=-790.66567 lumo_energy_ev=-0.1 de_lowest_kcal_mol=98.2 fmax_ev_per_a=5.88 spin_multiplicity=1 e_homo_ev=-8.451
C 3.9031 1.3834 -1.3836
C 2.7700 1.5382 -2.2512
C 3.7062 1.2692 -0.0531
C 1.4235 0.8636 -0.1561
C -1.3918 -1.9497 1.7702
C 1.0286 -1.7941 2.1111
C -1.3051 -0.1336 -1.8176
C -1.5455 2.2054 -0.8454
C -0.1392 -1.4225 1.1337
C -1.6797 0.6782 -0.6169
N 1.5576 1.3773 -1.9885
N 2.5046 0.9717 0.4613
Si -0.2471 0.4241 0.6118
H 4.8068 1.4622 -1.8474
H 2.7818 1.9241 -3.2738
H 4.6228 1.2837 0.6199
H -1.4468 -2.9339 1.6193
H -1.4056 -1.7534 2.9275
H -2.2212 -1.5260 1.3397
H 0.9917 -2.7713 2.5560
H 0.8721 -1.0931 3.0068
H 2.0071 -1.7025 1.8432
H -0.3075 -0.0674 -1.9545
H -1.7386 -1.2585 -1.6473
H -1.8011 0.1843 -2.8402
H -2.4144 2.5066 -1.5787
H -0.6109 2.6063 -1.2719
H -1.6761 2.7843 -0.0138
H 0.0600 -2.0693 0.3625
H -2.5455 0.3064 -0.2423
H -0.4341 1.1845 2.0413

=====

9
Properties=species:S:1:pos:R:3 method="wB97M-V/def2-TZVPD" energy_ha=-1000.43065 lumo_energy_ev="0.1 / -3.2" de_lowest_kcal_mol=85.8 fmax_ev_per_a=2.30 spin_multiplicity=3 e_homo_ev="-7.529 / -9.243"
C -1.5470 -0.1115 0.6663
O 0.0537 -0.5120 -0.6627
Si 1.5534 0.0813 -0.5176
I -2.2378 1.8077 0.1487
I -2.8226 -1.6475 0.1172
H -1.0647 -0.1252 1.6507
H 1.4650 1.4481 -0.9952
H 2.6818 -0.4987 -1.2087
H 1.9182 -0.4422 0.8013

=====

11
Properties=species:S:1:pos:R:3 method="wB97M-V/def2-TZVPD" energy_ha=-1125.58825 lumo_energy_ev=3.6 de_lowest_kcal_mol=24.4 fmax_ev_per_a=2.91 spin_multiplicity=1 e_homo_ev=-2.589 total_charge=-1
C -2.7942 0.6155 0.0364
C 0.2958 0.1686 -0.6733
C -0.6491 -0.8016 -0.1054
O -3.3716 0.1800 0.9656
O -2.5949 1.3152 -0.8520
S -0.4762 -1.1922 1.6563
Cl -0.5761 -2.3602 -1.1774
H -0.1426 0.4754 -1.7029
H 1.4194 -0.1539 -0.6601
H 0.2099 1.0338 -0.1179
H -1.7279 -1.3065 1.7569

=====

75
Properties=species:S:1:pos:R:3 method="wB97M-V/def2-TZVPD" energy_ha=-7725.83213 lumo_energy_ev="-0.9 / -0.9" de_lowest_kcal_mol=47.5 fmax_ev_per_a=4.70 spin_multiplicity=1 e_homo_ev="-6.473 / -6.473"
W -0.1148 0.2576 0.1371
O 0.4101 -4.1422 4.6512
C 0.2231 -3.1839 3.7177
C -0.8514 -3.1851 2.8258
C -0.9309 -2.2047 1.8584
N 0.0374 -1.2411 1.6708
C 0.9563 -1.1322 2.6952
C 1.0923 -2.0752 3.6813
C 1.5698 0.2427 2.7012
O 2.5006 0.5715 3.4075
O 0.9101 1.0114 1.8846
C -2.1048 -1.9498 0.9738
O -3.0815 -2.6762 0.9218
O -1.9187 -0.8536 0.2786
H -0.2648 -4.8293 4.5685
H -1.6601 -3.8999 2.8851
H 1.8245 -1.9400 4.4599
C -1.5135 1.8650 3.4821
C -1.9740 2.3396 2.1398
C -2.7697 3.4604 1.9981
C -3.0949 3.9027 0.7158
C -2.6972 3.1772 -0.3782
C -1.9589 1.9936 -0.1853
N -1.5726 1.6280 1.0711
N -1.5481 1.1382 -1.1427
Si -2.7413 0.7001 -2.3479
C -2.5574 -1.1172 -2.9030
C -4.4833 0.8299 -1.5757
C -2.6326 1.8285 -3.8927
H -2.1937 2.1998 4.2615
H -0.5218 2.2710 3.6881
H -1.4389 0.7763 3.4925
H -3.1151 3.9973 2.8655
H -3.6552 4.8157 0.5789
H -2.9161 3.4946 -1.3826
H -2.5877 -1.7792 -2.0427
H -1.6536 -1.3064 -3.4742
H -3.3919 -1.3865 -3.5428
H -4.4939 0.3879 -0.5831
H -5.1964 0.2878 -2.1871
H -4.8352 1.8525 -1.4887
H -1.8051 1.5612 -4.5446
H -2.5171 2.8814 -3.6515
H -3.5490 1.7246 -4.4660
C 2.5228 -2.5641 0.2543
C 3.0465 -1.1671 0.0860
C 4.4301 -1.0215 0.0953
C 5.0392 0.2110 0.0109
C 4.2172 1.3514 -0.0598
C 4.6791 2.6819 -0.0990
Br 6.5400 3.0272 -0.1277
C 3.8237 3.7616 -0.1365
C 2.4589 3.5331 -0.1749
Br 1.2075 4.9361 -0.2618
C 1.9353 2.2424 -0.1687
O 0.6422 1.9968 -0.3001
C 2.8164 1.1395 -0.0912
N 2.2060 -0.1077 -0.0572
H 2.9545 -2.9957 1.1566
H 2.8234 -3.1891 -0.5881
H 1.4409 -2.5968 0.3417
H 5.0279 -1.9161 0.1722
H 6.1135 0.3017 0.0181
H 4.2047 4.7701 -0.1463
I 1.0218 0.9587 -2.9825
C 0.8473 -1.0942 -2.5275
C 1.3150 -2.0027 -3.4384
C 1.0551 -3.3596 -3.2396
C 0.2343 -3.6819 -2.1467
C -0.2198 -2.7083 -1.3053
N 0.1271 -1.3601 -1.3814
H 1.8649 -1.6510 -4.2994
H 1.4033 -4.1025 -3.9354
H -0.0596 -4.7061 -1.9766
H -0.9020 -2.9811 -0.5144

=====

18
Properties=species:S:1:pos:R:3 method="wB97M-V/def2-TZVPD" energy_ha=-799.38780 lumo_energy_ev="-5.0 / -5.0" de_lowest_kcal_mol=41.9 fmax_ev_per_a=6.19 spin_multiplicity=1 e_homo_ev="-12.515 / -12.515" total_charge=+1
C -1.0759 1.9340 -0.2618
C -2.0078 0.8954 -0.0524
C 0.2710 1.5991 -0.3112
C -1.7010 -0.4932 0.0005
C -0.4096 -0.9670 -0.1499
C 2.0354 -0.1934 -0.2785
C 1.9053 -1.4689 0.5821
N 0.7158 0.3718 -0.3904
O -2.6622 -1.3557 0.0062
S 0.4248 -2.3662 -0.0370
H -1.2149 3.0230 -0.2453
H -3.0893 1.0855 0.1625
H 1.0210 2.3664 -0.3074
H 2.8179 0.4892 0.0331
H 2.2618 -0.6260 -1.2175
H 2.7724 -2.0927 0.5314
H 1.3428 -1.1723 1.5291
H -3.4077 -1.0289 0.4067

=====

189
Properties=species:S:1:pos:R:3 method="wB97M-V/def2-TZVPD" energy_ha=-7331.78942 lumo_energy_ev=-0.2 de_lowest_kcal_mol=147.9 fmax_ev_per_a=4.53 spin_multiplicity=1 e_homo_ev=-8.947
C -5.3209 3.4135 8.1826
C -4.1378 3.3818 7.2546
O -3.3208 2.3077 7.6314
S -1.8871 2.6288 8.4125
C -0.7547 2.7437 6.8980
O -1.9824 3.9350 9.1107
O -1.4100 1.4159 9.1041
H -5.5210 4.4268 8.5309
H -4.9915 2.8516 9.0566
H -6.1624 2.7982 7.8642
H -4.5654 3.2768 6.2575
H -3.5572 4.3022 7.1922
H -1.0224 3.6599 6.3716
H -0.7475 1.8188 6.3213
H 0.2599 2.8786 7.2728
C 3.2987 7.8952 11.5761
C 4.2737 7.6794 12.7405
O 4.1847 8.9464 13.4570
S 3.5041 8.9930 14.9680
C 4.8317 8.0552 15.9011
O 3.3951 10.3965 15.4127
O 2.2718 8.2389 14.8214
H 3.4875 7.0689 10.8909
H 3.4908 8.8023 11.0031
H 2.2477 7.7412 11.8204
H 4.0308 6.7736 13.2960
H 5.2878 7.5704 12.3561
H 5.1498 7.2120 15.2880
H 4.2843 7.7304 16.7860
H 5.5716 8.8243 16.1224
C 1.9692 0.5503 17.2763
C 2.0548 1.7660 16.3608
O 1.5206 2.9418 16.8111
S 1.0882 4.2224 15.8340
C 2.7008 4.7188 15.2918
O 0.3188 3.6965 14.7160
O 0.4844 5.2750 16.6504
H 2.4889 0.6693 18.2270
H 2.3572 -0.3080 16.7278
H 0.9305 0.3512 17.5399
H 3.0912 2.0033 16.1210
H 1.6396 1.5300 15.3810
H 3.3693 5.1516 16.0361
H 2.5309 5.4230 14.4774
H 3.3780 3.9392 14.9427
C -0.4519 6.5585 12.9471
C -1.6501 6.3377 12.0752
O -2.6646 7.2655 12.2776
S -4.2692 6.8314 12.2675
C -4.3715 5.9464 10.5704
O -4.4573 5.8436 13.3560
O -5.0062 8.0706 12.1259
H 0.3156 5.7912 12.8452
H -0.7246 6.5320 14.0021
H 0.1043 7.4670 12.7163
H -1.4595 6.4368 11.0066
H -2.0414 5.3414 12.2814
H -3.9458 6.6171 9.8241
H -5.4282 5.7107 10.4448
H -3.8242 5.0127 10.6999
C 8.0846 -0.3639 13.6788
C 9.3444 0.4086 13.9506
O 10.1214 0.4748 12.7559
S 9.9960 1.7707 11.7578
C 11.2623 2.9074 12.5675
O 10.5988 1.3861 10.4704
O 8.6151 2.4069 11.8164
H 7.5228 -0.4062 14.6119
H 8.3456 -1.3805 13.3848
H 7.5431 0.0350 12.8210
H 9.1908 1.3731 14.4346
H 9.9991 -0.0133 14.7133
H 12.2607 2.4769 12.4913
H 10.9219 3.1180 13.5814
H 11.1836 3.8216 11.9792
C 4.0384 -4.5561 10.3444
C 3.7278 -4.1069 11.7525
O 5.0025 -3.7394 12.3247
S 5.1489 -3.5954 13.9458
C 4.2992 -1.9608 14.1810
O 4.2948 -4.5940 14.5594
O 6.5348 -3.4443 14.3329
H 3.0921 -4.8850 9.9149
H 4.7540 -5.3782 10.3562
H 4.4784 -3.7545 9.7512
H 3.0964 -3.2187 11.7297
H 3.1348 -4.8200 12.3250
H 5.0799 -1.2046 14.0982
H 3.9386 -2.1566 15.1908
H 3.4507 -1.9569 13.4968
C 6.5124 1.3351 7.0403
C 7.4923 0.4098 7.7675
O 6.9318 0.0061 9.0492
S 7.1467 -1.5893 9.5294
C 8.9934 -1.6397 9.5457
O 6.7583 -1.6741 10.9513
O 6.6250 -2.4905 8.4979
H 7.0902 1.7248 6.2023
H 6.1792 2.1717 7.6544
H 5.6704 0.7861 6.6186
H 7.7297 -0.4898 7.1996
H 8.4646 0.8536 7.9817
H 9.3844 -0.6303 9.6735
H 9.3753 -2.0836 8.6264
H 9.1785 -2.4023 10.3022
C 1.1265 3.3331 10.6849
C 2.6095 3.5802 10.8676
O 3.2376 3.2844 12.1237
S 3.6969 1.6893 12.3275
C 5.1732 1.4467 11.1709
O 4.3129 1.5361 13.6583
O 2.6380 0.7401 11.9793
H 0.9307 2.3901 11.1953
H 0.9131 3.3013 9.6164
H 0.5093 4.1593 11.0378
H 3.2155 3.0988 10.1001
H 2.6333 4.6662 10.7779
H 5.4531 0.3934 11.1547
H 5.9417 1.9992 11.7114
H 4.9811 1.8877 10.1928
C 8.1324 4.9169 16.4983
O 7.3694 3.7968 15.9847
C 7.5303 3.6662 14.6106
C 6.4830 4.5500 13.8494
O 6.5916 5.9560 13.9749
C 7.8510 6.5515 13.5550
C 7.9226 8.0438 13.9129
O 8.1375 8.3427 15.3117
C 8.1771 9.7750 15.4769
H 7.5632 5.8349 16.3516
H 9.1294 4.9660 16.0607
H 8.3601 4.7684 17.5539
H 7.3302 2.6182 14.3873
H 8.5006 3.8788 14.1619
H 5.4563 4.2863 14.1031
H 6.4843 4.2970 12.7892
H 7.9007 6.4268 12.4733
H 8.6755 6.0123 14.0215
H 7.0247 8.5589 13.5716
H 8.7715 8.3394 13.2964
H 8.2265 10.3794 14.5712
H 9.1701 9.8379 15.9219
H 7.4156 10.0560 16.2044
C -0.5038 1.2035 12.6821
O -1.4377 0.5100 13.5448
C -1.7703 1.1897 14.7598
C -3.1139 0.5977 15.3274
O -3.0990 -0.7627 15.7808
C -2.3614 -1.0575 16.9777
C -2.4924 -2.5740 17.3438
O -3.8070 -3.0020 17.6791
C -4.8015 -3.1782 16.6332
H 0.4822 1.3954 13.1052
H -1.0619 2.0914 12.3852
H -0.3595 0.5283 11.8386
H -1.9337 2.2349 14.4972
H -0.9379 1.0818 15.4551
H -3.9967 0.7199 14.6999
H -3.4217 1.2219 16.1662
H -2.7205 -0.4026 17.7716
H -1.2849 -0.9183 16.8787
H -1.9244 -2.7200 18.2626
H -2.0433 -3.1966 16.5700
H -5.4528 -4.0182 16.8747
H -4.4059 -3.4551 15.6559
H -5.2937 -2.2058 16.6516
C 2.5280 0.5723 6.2192
O 2.4799 0.8278 7.5564
C 2.8844 -0.3249 8.3686
C 1.8146 -1.3588 8.7144
O 1.0042 -1.8951 7.6995
C -0.1624 -1.0581 7.3763
C -1.0025 -1.7336 6.2509
O -1.5371 -2.9776 6.7349
C -2.1108 -3.7562 5.6684
H 1.8774 1.3694 5.8593
H 2.0454 -0.3767 5.9854
H 3.5102 0.6068 5.7480
H 3.3503 -0.0287 9.3084
H 3.7216 -0.8558 7.9154
H 1.2509 -0.9825 9.5680
H 2.2902 -2.2134 9.1957
H 0.0817 -0.0472 7.0498
H -0.7757 -1.0114 8.2761
H -0.2988 -1.8959 5.4344
H -1.7980 -1.1153 5.8349
H -1.3354 -4.1688 5.0230
H -2.9721 -3.2323 5.2539
H -2.5460 -4.6381 6.1385